Record 1
{"formula": "C4H7NO", "method": "ωB97M-V/def2-TZVPD", "species": ["O", "H", "H", "H", "H", "C", "H", "C", "N", "H", "C", "H", "C"], "xyz": [[-1.58, 0.28, 0.23], [1.15, -1.60, -0.23], [-1.04, -1.29, -0.96], [-1.74, 2.08, -0.70], [2.00, 0.48, -0.74], [-0.87, -0.95, 0.06], [1.58, 1.04, 0.86], [0.63, -0.82, 0.34], [0.23, 1.53, -0.60], [-1.34, -1.66, 0.75], [1.17, 0.57, -0.04], [0.83, -1.02, 1.40], [-1.00, 1.34, -0.38]], "mulliken_charge": [-0.370, 0.280, 0.298, 0.383, 0.321, -0.435, 0.231, -0.457, -0.547, 0.280, -0.344, 0.279, 0.080], "de_lowest_kcal_mol": 30.6, "e_homo_ev": -9.7, "lumo_ev": 0.97, "total_energy_ev": -7798.316, "spin_multiplicity": 1, "charge": 0, "gap_ha": 0.3933}

=====

Record 2
{"formula": "C2H2I2S", "method": "ωB97M-V/def2-TZVPD", "species": ["I", "C", "H", "S", "C", "I", "H"], "xyz": [[-1.22, 2.26, 0.59], [-0.45, -1.08, -0.72], [2.03, 0.27, -0.40], [-0.36, 0.55, -1.05], [0.91, -0.08, 0.02], [-1.66, -2.25, 0.51], [0.74, 0.33, 1.05]], "mulliken_charge": [-0.140, -0.119, 0.247, 0.088, -0.545, 0.157, 0.313], "de_lowest_kcal_mol": 73.1, "e_homo_ev": [-8.5, -8.5], "lumo_ev": [-1.40, -1.40], "total_energy_ev": -29138.593, "spin_multiplicity": 1, "charge": 0, "gap_ha": [0.2598, 0.2599]}